The following is a DFT calculation (ωB97M-V/def2-TZVPD) of a structure of composition C18H14AgF7NO4.

```
! wB97M-V def2-TZVPD RIJCOSX def2/J DEFGRID3
* xyz -1 1
Ag 0.129 -0.376 3.422
C 1.276 -3.326 -3.777
C -0.064 -3.038 -3.115
C -1.110 -2.485 -4.075
C -0.714 -1.104 -4.574
C -0.393 -0.195 -3.417
C -0.483 1.174 -3.537
C -0.179 1.993 -2.457
F -0.287 3.332 -2.630
C 0.211 1.490 -1.250
C 0.308 0.103 -1.101
C 0.718 -0.434 0.224
O 0.982 0.351 1.135
C 0.793 -1.875 0.313
C 0.511 -2.600 -0.797
N 0.099 -2.108 -1.993
C 0.007 -0.736 -2.176
C 1.200 -2.695 1.538
O 1.820 -3.736 1.296
O 0.835 -2.293 2.679
H 1.148 -4.026 -4.604
H 1.972 -3.762 -3.061
H 1.728 -2.412 -4.163
H -0.451 -3.961 -2.677
H -2.068 -2.427 -3.552
H -1.231 -3.180 -4.908
H -1.516 -0.667 -5.170
H 0.153 -1.183 -5.237
H -0.797 1.626 -4.470
H 0.439 2.123 -0.403
H 0.627 -3.676 -0.748
C -0.301 2.967 3.066
C -0.517 2.413 4.484
O -0.905 1.120 4.513
C -1.639 3.245 5.156
F -2.795 3.094 4.483
F -1.390 4.580 5.180
F -1.877 2.880 6.426
C 0.802 2.604 5.277
F 1.801 1.921 4.684
F 1.213 3.895 5.342
F 0.726 2.160 6.540
H -1.238 2.851 2.523
H 0.453 2.359 2.568
H 0.004 4.015 3.046
*
```

The HOMO-LUMO gap is 7.42 eV. The value obtained for the energy above the lowest of the compared OMol25 structures with the same formula, charge and spin is 0.9 kcal per mole. As for the maximum force: 0.24 eV Å⁻¹. The HOMO energy comes out at -5.23 eV.

The following is a DFT calculation (ωB97M-V/def2-TZVPD) of a structure of composition C4H32NO14 at a distorted geometry.

```
! wB97M-V def2-TZVPD RIJCOSX def2/J DEFGRID3
* xyz -1 1
C -0.796 -0.420 -0.260
C -1.571 -1.551 0.349
N -0.950 -2.333 1.265
C 0.464 -2.607 1.036
C 0.860 -3.243 -0.297
O 1.397 -2.315 -1.263
O -2.750 -1.784 0.086
H -1.425 0.436 -0.431
H -0.345 -0.805 -1.158
H -0.147 0.012 0.505
H -1.529 -3.030 1.726
H 0.981 -1.655 1.135
H 0.897 -3.140 1.886
H 1.666 -3.968 -0.163
H -0.012 -3.651 -0.804
H 1.781 -1.480 -0.829
H 3.344 -0.141 -1.174
O 2.561 -0.148 -0.608
H -1.255 2.286 -2.413
H -2.542 1.548 -2.692
O -2.166 2.448 -2.658
H -2.941 -0.851 -1.441
H -1.792 -1.098 -2.481
O -2.541 -0.523 -2.256
H 0.167 3.823 1.021
H 1.258 4.372 0.102
O 0.315 4.410 0.245
H 2.602 1.510 -0.393
H 1.821 2.731 0.146
O 2.638 2.493 -0.262
H -2.170 4.104 0.988
H -2.256 2.621 0.460
O -2.293 3.172 1.241
H 2.104 -0.465 2.805
H 1.703 -1.341 3.894
O 1.345 -0.577 3.416
H -0.395 -1.764 -4.271
H 0.229 -1.920 -2.802
O -0.569 -2.002 -3.351
H 2.941 -0.575 0.618
H 3.751 -1.766 1.395
O 3.290 -0.930 1.577
H -0.469 0.045 3.533
H -1.297 -0.589 2.557
O -1.387 0.136 3.182
H 1.681 0.317 -2.034
H 0.559 0.976 -2.856
O 1.463 0.677 -2.930
H -0.741 1.919 2.578
H -1.460 2.245 1.285
O -0.788 2.607 1.883
*
```

The HOMO-LUMO gap is 8.05 eV. The value obtained for the energy above the lowest of the compared OMol25 structures with the same formula, charge and spin is 194.7 kcal per mole. As for the maximum force: 15.77 eV Å⁻¹. The HOMO energy comes out at -5.44 eV.

The following is a DFT calculation (ωB97M-V/def2-TZVPD) of a cluster of 2 separate species, C2H2O3S in total at a distorted geometry.

```
! wB97M-V def2-TZVPD RIJCOSX def2/J DEFGRID3
* xyz 0 1
C -0.602 -0.678 0.240
C -1.709 -0.100 0.055
O 2.096 0.461 -1.337
O 0.426 -1.262 0.292
O 1.855 0.990 1.025
S 2.304 0.101 0.010
H -2.301 -0.290 -0.931
H -2.070 0.778 0.646
*
```

The HOMO-LUMO gap is 10.00 eV. The value obtained for the energy above the lowest of the compared OMol25 structures with the same formula, charge and spin is 53.2 kcal per mole. As for the maximum force: 4.86 eV Å⁻¹. The HOMO energy comes out at -10.21 eV.

The following is a DFT calculation (ωB97M-V/def2-TZVPD) of an isolated molecule of C5H8N2 at a distorted geometry.

```
! wB97M-V def2-TZVPD RIJCOSX def2/J DEFGRID3
* xyz 0 1
C -1.200 0.157 -1.885
C -0.159 0.126 -1.139
C 1.412 -0.105 0.721
C 1.972 -1.117 -0.106
C -1.081 0.487 1.172
H -1.288 0.616 -2.931
H -2.342 0.203 -1.590
H 0.927 0.587 -1.316
H 1.834 0.151 1.776
H 1.569 -1.518 -1.164
H 3.047 -1.262 0.243
H -1.916 1.083 0.700
H -1.722 0.588 2.863
N -0.086 0.025 0.295
N -0.965 -0.022 2.360
*
```

The HOMO-LUMO gap is 9.22 eV. The value obtained for the energy above the lowest of the compared OMol25 structures with the same formula, charge and spin is 115.2 kcal per mole. As for the maximum force: 6.85 eV Å⁻¹. The HOMO energy comes out at -8.27 eV.

The following is a DFT calculation (ωB97M-V/def2-TZVPD) of a cluster of 3 separate species, C2H9OS in total at a distorted geometry.

```
! wB97M-V def2-TZVPD RIJCOSX def2/J DEFGRID3
* xyz 1 1
O 2.006 0.150 2.210
H 2.868 -0.173 2.512
H -3.757 4.879 -0.153
H 1.783 0.791 2.896
C -0.077 -2.158 -1.469
C 0.030 -0.947 -0.661
S 1.388 -0.071 -0.722
H -0.719 -1.968 -2.360
H -0.578 -2.972 -0.937
H 0.869 -2.469 -1.903
H -4.136 4.642 0.456
H -0.766 -0.594 -0.012
H 1.091 0.890 0.144
*
```

The HOMO-LUMO gap is 9.66 eV. The value obtained for the energy above the lowest of the compared OMol25 structures with the same formula, charge and spin is 41.2 kcal per mole. As for the maximum force: 1.06 eV Å⁻¹. The HOMO energy comes out at -15.79 eV.

The following is a DFT calculation (ωB97M-V/def2-TZVPD) of a structure of composition C22H27MoO4S at a distorted geometry.

```
! wB97M-V def2-TZVPD RIJCOSX def2/J DEFGRID3
* xyz -1 3
Mo -0.021 0.329 0.248
C 2.064 0.253 1.513
C 2.443 -0.599 0.433
C 2.268 0.109 -0.793
H 2.861 -1.597 0.528
C 1.772 1.437 -0.487
C 1.692 1.547 0.960
H 1.508 2.453 1.541
H 2.241 0.077 2.570
H 2.636 -0.219 -1.763
H 1.632 2.248 -1.203
C -2.338 0.278 1.004
C -1.573 1.449 1.395
C -1.214 2.157 0.181
H -1.465 1.821 2.411
C -1.698 1.375 -0.942
C -2.425 0.248 -0.417
H -2.992 -0.463 -1.008
H -2.828 -0.400 1.696
H -0.742 3.135 0.114
H -1.689 1.705 -1.976
O -0.186 -1.027 -2.074
C -0.236 -0.659 -3.495
C 0.448 -1.993 -3.890
C 0.551 0.596 -3.773
C -1.683 -0.568 -3.919
C 0.422 -2.297 -2.409
H 1.442 -1.860 -4.306
H -0.189 -2.630 -4.494
H -0.263 -3.086 -2.119
H 1.398 -2.382 -1.943
H 0.511 0.790 -4.851
H 1.596 0.475 -3.471
H 0.118 1.456 -3.244
H -1.730 -0.689 -5.006
H -2.095 0.411 -3.646
H -2.265 -1.363 -3.437
C -0.724 0.270 8.130
C -0.623 -0.407 6.781
C -0.946 -1.771 6.641
C -0.776 -2.440 5.419
C -0.254 -1.770 4.319
C -0.041 -0.394 4.418
C -0.220 0.285 5.624
S 0.112 -2.600 2.743
O 1.550 -2.456 2.586
O -0.402 -3.954 2.868
O -0.689 -1.756 1.801
H -1.740 0.191 8.539
H -0.044 -0.209 8.847
H -0.462 1.328 8.030
H -1.328 -2.321 7.508
H -1.049 -3.480 5.301
H 0.264 0.137 3.522
H -0.030 1.363 5.646
*
```

The HOMO-LUMO gap (spin up / spin down) is 5.50 / 5.44 eV. As for the maximum force: 1.77 eV Å⁻¹. The HOMO energy (spin up / spin down) comes out at -2.77 / -2.72 eV.

The following is a DFT calculation (ωB97M-V/def2-TZVPD) of an isolated molecule of C3H6N2O at a distorted geometry.

```
! wB97M-V def2-TZVPD RIJCOSX def2/J DEFGRID3
* xyz 0 1
C 0.519 -0.701 0.231
C -1.741 1.389 0.278
C 1.680 -1.565 -0.263
N -0.614 -0.653 -0.277
N -0.884 1.975 -0.390
O -1.681 0.080 0.424
H 0.649 0.061 0.992
H -2.780 1.691 0.707
H 2.612 -0.995 -0.163
H 1.553 -1.794 -1.401
H 1.537 -2.550 0.297
H -0.852 3.061 -0.437
*
```

The HOMO-LUMO gap is 10.52 eV. The value obtained for the energy above the lowest of the compared OMol25 structures with the same formula, charge and spin is 92.2 kcal per mole. As for the maximum force: 4.42 eV Å⁻¹. The HOMO energy comes out at -9.46 eV.

The following is a DFT calculation (ωB97M-V/def2-TZVPD) of a structure of composition C18H37BF4LaN3O6P at a distorted geometry.

```
! wB97M-V def2-TZVPD RIJCOSX def2/J DEFGRID3
* xyz 3 1
La -0.837 0.978 -0.209
C -3.092 -0.800 1.567
C -3.318 -0.962 0.085
O -3.144 0.332 -0.555
C -3.529 0.302 -1.972
C -3.122 1.592 -2.630
O -1.713 1.823 -2.410
C -1.303 3.173 -2.711
C -1.829 4.121 -1.636
O -2.022 3.325 -0.455
C -2.224 4.064 0.763
C -0.892 4.370 1.384
O -0.113 3.158 1.327
C 1.028 3.196 2.191
C 1.702 1.847 2.098
O 0.723 0.796 1.992
C -0.022 0.561 3.197
C -1.064 -0.494 2.935
O -1.834 -0.090 1.775
H -3.052 -1.788 2.024
H -3.892 -0.223 2.025
H -4.324 -1.333 -0.091
H -2.601 -1.665 -0.348
H -4.610 0.192 -2.037
H -3.043 -0.546 -2.450
H -3.698 2.419 -2.217
H -3.310 1.507 -3.698
H -1.654 3.461 -3.699
H -0.215 3.162 -2.733
H -2.778 4.578 -1.906
H -1.104 4.915 -1.452
H -2.811 3.416 1.412
H -2.793 4.974 0.580
H -1.032 4.671 2.423
H -0.354 5.163 0.864
H 0.697 3.414 3.207
H 1.720 3.982 1.886
H 2.339 1.685 2.967
H 2.313 1.774 1.197
H -0.514 1.482 3.518
H 0.651 0.226 3.987
H -1.718 -0.561 3.805
H -0.618 -1.467 2.738
C 3.095 -4.405 0.691
N 2.285 -4.180 -0.608
C 3.210 -3.489 -1.639
N 3.743 -2.287 -1.092
C 4.484 -2.555 0.145
N 3.627 -3.171 1.163
C 2.599 -2.245 1.672
P 1.430 -1.672 0.347
C 1.049 -3.352 -0.339
C 2.731 -1.237 -0.928
H 3.889 -5.101 0.430
H 2.421 -4.865 1.408
H 2.002 -5.086 -0.983
H 2.611 -3.305 -2.527
H 3.997 -4.207 -1.859
H 4.884 -1.621 0.532
H 5.316 -3.223 -0.072
H 3.093 -1.381 2.119
H 2.034 -2.738 2.466
H 0.498 -3.250 -1.274
H 0.430 -3.908 0.364
H 3.234 -0.311 -0.638
H 2.234 -1.058 -1.880
F -0.427 -0.570 -1.561
B -0.373 -1.344 -3.612
F -0.769 -2.554 -3.198
F 0.938 -1.114 -3.740
F -1.260 -0.502 -4.127
*
```

The HOMO-LUMO gap is 8.84 eV. The value obtained for the energy above the lowest of the compared OMol25 structures with the same formula, charge and spin is 30.9 kcal per mole. As for the maximum force: 2.71 eV Å⁻¹. The HOMO energy comes out at -16.78 eV.

The following is a DFT calculation (ωB97M-V/def2-TZVPD) of an isolated molecule of C4H6N2O.

```
! wB97M-V def2-TZVPD RIJCOSX def2/J DEFGRID3
* xyz 0 1
C 1.552 1.356 -1.062
C 0.462 0.436 -0.610
N -0.510 0.141 -1.436
O -1.402 -0.634 -0.696
C -0.946 -0.755 0.555
N -1.784 -1.392 1.442
C 0.256 -0.124 0.682
H 1.403 1.612 -2.114
H 1.523 2.280 -0.474
H 2.543 0.910 -0.939
H -1.344 -2.042 2.075
H -2.618 -1.764 1.011
H 0.865 -0.023 1.567
*
```

The HOMO-LUMO gap is 9.56 eV. The value obtained for the energy above the lowest of the compared OMol25 structures with the same formula, charge and spin is 37.6 kcal per mole. As for the maximum force: 0.44 eV Å⁻¹. The HOMO energy comes out at -8.64 eV.

The following is a DFT calculation (ωB97M-V/def2-TZVPD) of a cluster of 2 separate species, C8H14N2S in total.

```
! wB97M-V def2-TZVPD RIJCOSX def2/J DEFGRID3
* xyz 0 1
S -0.304 -2.233 -0.134
C -1.704 -1.082 -0.141
C 0.675 -1.408 -1.418
C -2.328 -0.929 -1.525
C -0.098 -1.234 -2.721
C -1.340 -0.358 -2.544
H -2.432 -1.492 0.585
H -1.364 -0.101 0.241
H 1.572 -2.040 -1.564
H 1.014 -0.426 -1.035
H -2.688 -1.918 -1.868
H -3.207 -0.259 -1.448
H 0.571 -0.776 -3.475
H -0.397 -2.231 -3.097
H -1.021 0.647 -2.206
H -1.848 -0.240 -3.520
N 2.709 2.748 2.786
C 2.660 1.556 2.213
C 1.530 2.861 3.483
C 0.762 1.727 3.330
N 1.501 0.905 2.515
H 3.429 1.118 1.575
H 1.293 3.754 4.061
H -0.215 1.438 3.716
H 1.231 -0.027 2.193
*
```

The HOMO-LUMO gap is 9.40 eV. The value obtained for the energy above the lowest of the compared OMol25 structures with the same formula, charge and spin is 3.4 kcal per mole. As for the maximum force: 0.83 eV Å⁻¹. The HOMO energy comes out at -8.79 eV.

The following is a DFT calculation (ωB97M-V/def2-TZVPD) of a structure of composition C15H12Cl3CrF3N3O.

```
! wB97M-V def2-TZVPD RIJCOSX def2/J DEFGRID3
* xyz 1 5
Cr 0.212 0.690 -0.582
Cl 5.927 3.218 2.772
C 4.781 2.504 1.685
C 3.427 2.669 1.921
C 2.565 2.077 1.022
Cl 0.817 2.245 1.296
C 2.940 1.335 -0.097
O 2.066 0.815 -0.937
C 4.326 1.198 -0.274
Cl 4.899 0.281 -1.620
C 5.233 1.772 0.597
H 3.069 3.233 2.769
H 6.292 1.647 0.423
C 0.289 -4.451 0.875
N 0.873 -3.678 -0.226
C 2.071 -4.197 -0.905
C 0.490 -2.463 -0.457
N 0.149 -1.374 -0.665
H 0.039 -5.446 0.511
H -0.615 -3.959 1.222
H 1.004 -4.525 1.695
H 1.844 -5.181 -1.310
H 2.895 -4.265 -0.195
H 2.342 -3.526 -1.715
F -6.483 2.077 0.669
C -6.089 1.719 -0.559
F -6.790 0.645 -0.926
F -6.384 2.720 -1.394
C -4.599 1.445 -0.568
C -3.728 2.470 -0.227
C -2.376 2.203 -0.228
N -1.875 0.997 -0.544
C -2.725 0.018 -0.879
C -4.098 0.203 -0.903
H -4.085 3.456 0.036
H -1.665 2.977 0.030
H -2.286 -0.936 -1.134
H -4.750 -0.613 -1.179
*
```

The HOMO-LUMO gap (spin up / spin down) is 7.35 / 7.29 eV. The value obtained for the energy above the lowest of the compared OMol25 structures with the same formula, charge and spin is 4.4 kcal per mole. As for the maximum force: 0.23 eV Å⁻¹. The HOMO energy (spin up / spin down) comes out at -10.78 / -10.90 eV.

The following is a DFT calculation (ωB97M-V/def2-TZVPD) of an isolated molecule of C3H7NO2.

```
! wB97M-V def2-TZVPD RIJCOSX def2/J DEFGRID3
* xyz 0 1
C -1.665 0.279 0.004
C -0.277 -0.158 0.477
O -0.042 -1.559 0.359
C 0.834 0.644 -0.228
O 0.629 1.716 -0.771
N 2.059 0.063 -0.143
H -2.130 0.965 0.718
H -2.320 -0.594 -0.088
H -1.603 0.802 -0.954
H -0.167 0.035 1.550
H -0.305 -1.826 -0.532
H 2.148 -0.879 0.205
H 2.839 0.512 -0.597
*
```

The HOMO-LUMO gap is 10.46 eV. The value obtained for the energy above the lowest of the compared OMol25 structures with the same formula, charge and spin is 12.3 kcal per mole. As for the maximum force: 0.43 eV Å⁻¹. The HOMO energy comes out at -9.69 eV.

Repeat the third record exactly.
The following is a DFT calculation (ωB97M-V/def2-TZVPD) of a cluster of 2 separate species, C2H2O3S in total at a distorted geometry.

```
! wB97M-V def2-TZVPD RIJCOSX def2/J DEFGRID3
* xyz 0 1
C -0.602 -0.678 0.240
C -1.709 -0.100 0.055
O 2.096 0.461 -1.337
O 0.426 -1.262 0.292
O 1.855 0.990 1.025
S 2.304 0.101 0.010
H -2.301 -0.290 -0.931
H -2.070 0.778 0.646
*
```

The HOMO-LUMO gap is 10.00 eV. The value obtained for the energy above the lowest of the compared OMol25 structures with the same formula, charge and spin is 53.2 kcal per mole. As for the maximum force: 4.86 eV Å⁻¹. The HOMO energy comes out at -10.21 eV.